A structure of composition C40H39GeN7OPTc. Source: the Open Molecules 2025 dataset; level of theory: ωB97M-V/def2-TZVPD.

Properties
- spin multiplicity = 2
- net charge = +1
- largest force on an atom (Eh/bohr) = 0.012
- frontier orbital gap (alpha / beta) (eV) = 7.031 / 7.597
- energy relative to the best compared isomer or geometry (same formula, charge and spin) (kcal per mole) = 14.9
- E_HOMO (alpha / beta) (eV) = -9.723 / -9.853
- expectation value of S² = 0.80
- E_tot (Eh) = -4504.97294

Each line ends with the Löwdin charge.
Positions of all 90 atoms, in Å:
Tc: -0.146213 -0.102070 0.288589  1.2436
C: 2.150422 -1.657346 2.479984  -0.0022
C: 2.720766 -0.614189 1.566427  -0.5456
N: 4.036176 -0.389881 1.628441  0.2012
O: 2.026946 0.060186 0.787918  -0.1479
H: 2.824007 -2.508457 2.581178  0.0893
H: 1.178906 -1.988749 2.119254  0.0391
H: 2.021856 -1.214673 3.470495  0.0969
H: 4.628010 -0.925745 2.237538  0.1188
H: 4.440530 0.313250 1.032440  0.1239
C: -1.945226 -0.060605 0.555851  -0.4167
Ge: -2.426193 0.095734 2.454455  0.8922
C: -1.640959 -1.457696 3.328757  -0.2898
C: -1.136149 -1.433041 4.628974  -0.1182
C: -0.562765 -2.564374 5.200718  -0.0869
C: -0.493409 -3.745868 4.477857  -0.0858
C: -1.012671 -3.796367 3.189918  -0.0864
C: -1.580515 -2.663997 2.625647  -0.1285
C: -1.723581 1.757173 3.176088  -0.2940
C: -0.487278 1.858837 3.815702  -0.1280
C: -0.020248 3.081141 4.286648  -0.0910
C: -0.784453 4.226273 4.118180  -0.1169
C: -2.007530 4.148101 3.464385  -0.0912
C: -2.472119 2.924299 3.001180  -0.1033
C: -4.348990 0.085054 2.640407  -0.2904
C: -5.215878 0.063651 1.551732  -0.1082
C: -6.594045 0.057430 1.737157  -0.0822
C: -7.117674 0.070545 3.020024  -0.0823
C: -6.265734 0.091118 4.116339  -0.0791
C: -4.892166 0.098899 3.926856  -0.1029
H: -2.738259 -0.348699 -0.138075  -0.0220
H: -1.208298 -0.533696 5.228040  0.0957
H: -0.184985 -2.524344 6.214379  0.1044
H: -0.052691 -4.628888 4.923177  0.1036
H: -0.972420 -4.718630 2.624245  0.0954
H: -1.952955 -2.726288 1.609501  0.0927
H: 0.137597 0.982654 3.937214  0.0856
H: 0.935091 3.134695 4.793131  0.1060
H: -0.436336 5.174920 4.508532  0.1060
H: -2.613419 5.036953 3.339165  0.1059
H: -3.443579 2.880810 2.521017  0.1039
H: -4.826797 0.055249 0.540549  0.0817
H: -7.254739 0.042474 0.880282  0.1041
H: -8.189542 0.065043 3.168123  0.1055
H: -6.671762 0.100515 5.119444  0.1058
H: -4.243634 0.116037 4.796539  0.1035
N: 0.850844 5.132854 1.019004  0.1633
N: 0.495256 4.001410 0.288903  -0.2645
N: 0.290027 4.023484 -1.009217  0.1506
C: 0.059357 2.733958 -1.247161  -0.1653
N: 0.142374 2.016510 -0.127070  -0.1295
N: 0.435378 2.852487 0.853991  0.1199
H: 0.470130 5.920600 0.502026  0.1085
H: 0.382514 5.039256 1.920380  0.0769
H: -0.174025 2.320786 -2.211293  0.1163
N: 0.168497 -1.773417 -0.394239  -0.3796
P: 0.742288 -2.739329 -1.497464  0.8143
C: -0.070362 -2.533483 -3.079044  -0.3073
C: -1.144273 -1.662190 -3.210464  -0.0769
C: -1.757520 -1.502549 -4.447005  -0.0688
C: -1.301290 -2.214902 -5.544626  -0.0668
C: -0.227753 -3.090306 -5.415840  -0.0647
C: 0.390796 -3.245768 -4.187957  -0.0790
C: 2.502994 -2.528320 -1.836744  -0.2880
C: 2.952865 -1.235858 -2.117872  -0.0922
C: 4.290197 -0.999369 -2.380339  -0.0753
C: 5.197657 -2.053438 -2.366633  -0.0722
C: 4.760494 -3.339907 -2.097434  -0.0679
C: 3.416478 -3.579396 -1.834752  -0.0751
C: 0.511173 -4.434919 -0.946438  -0.2885
C: -0.429445 -5.278305 -1.530460  -0.0599
C: -0.668188 -6.536799 -0.993149  -0.0624
C: 0.025577 -6.957115 0.130540  -0.0669
C: 0.956254 -6.115488 0.728340  -0.0779
C: 1.191957 -4.859625 0.197244  -0.1022
H: -1.499789 -1.115453 -2.345675  0.0690
H: -2.594351 -0.825010 -4.551843  0.1075
H: -1.781287 -2.090563 -6.506324  0.1098
H: 0.125525 -3.644183 -6.274993  0.1103
H: 1.234724 -3.920281 -4.097610  0.1154
H: 2.251873 -0.408216 -2.128024  0.0968
H: 4.626518 0.003995 -2.605848  0.1078
H: 6.242473 -1.868893 -2.578368  0.1085
H: 5.462741 -4.162682 -2.099395  0.1094
H: 3.088871 -4.592249 -1.646170  0.1022
H: -0.979890 -4.959814 -2.406368  0.1063
H: -1.398068 -7.188940 -1.453389  0.1107
H: -0.159994 -7.938851 0.545446  0.1105
H: 1.492604 -6.438413 1.611082  0.1106
H: 1.905401 -4.203750 0.681849  0.1003

Atoms 1-6, force components in eV/Å:
Tc -0.26 0.02 0.21
C 0.06 0.00 0.07
C -0.12 0.07 -0.18
N 0.03 -0.09 0.05
O 0.25 0.03 0.21
H 0.02 0.01 0.00


A cluster of 2 separate species, C3H10N2O3 in total in a non-equilibrium geometry. Source: the Open Molecules 2025 dataset; level of theory: ωB97M-V/def2-TZVPD.

Properties
- largest force on an atom (Eh/bohr) = 0.069
- frontier orbital gap (eV) = 10.047
- energy relative to the best compared isomer or geometry (same formula, charge and spin) (kcal per mole) = 28.3
- E_HOMO (eV) = -9.513
- SMILES = NCCNC(=O)O.O
- E_tot (Eh) = -455.52656

Each line ends with the Löwdin charge.
Positions of all 18 atoms, in Å:
N: 2.082965 1.358386 0.541080  0.0033
C: 0.910287 0.512347 0.243407  -0.2733
C: 0.303465 -0.142864 1.526961  -0.1282
N: -1.255420 -0.203222 1.534275  0.0604
C: -1.943571 -0.748824 0.456452  -0.5912
O: -3.086285 -1.055203 0.370159  0.0930
O: -1.047023 -1.347165 -0.451134  0.0377
H: 1.820280 2.224957 0.203931  0.0231
H: 2.869947 1.052679 -0.054156  0.0803
H: 0.182414 1.061388 -0.288069  0.0781
H: 1.191222 -0.372862 -0.443199  0.1220
H: 0.538819 0.275097 2.555005  0.1257
H: 0.618607 -1.188721 1.548028  0.0985
H: -1.765028 0.404480 2.243451  0.1644
H: -1.533165 -1.948017 -1.018317  0.1127
O: 0.403307 0.010253 -2.870764  -0.0570
H: -0.298054 0.336079 -2.350587  -0.0181
H: 0.007239 -0.228783 -3.746525  0.0685

Atoms 1-6, force components in eV/Å:
N 0.62 -2.39 -0.17
C 1.50 -2.49 0.59
C -2.00 -0.10 0.70
N 0.70 1.24 -0.35
C 2.49 -2.30 1.00
O -2.05 0.95 0.06


A cluster of 2 separate species, C6H16N2 in total in a non-equilibrium geometry. Source: the Open Molecules 2025 dataset; level of theory: ωB97M-V/def2-TZVPD.

Properties
- largest force on an atom (Eh/bohr) = 0.059
- frontier orbital gap (eV) = 8.672
- energy relative to the best compared isomer or geometry (same formula, charge and spin) (kcal per mole) = 101.2
- E_HOMO (eV) = -8.079
- SMILES = CCNC/C(C)=N\C.[H][H]
- E_tot (Eh) = -347.56360

Each line ends with the Löwdin charge.
Positions of all 24 atoms, in Å:
C: -0.140860 2.672990 -2.166144  -0.0898
C: -0.854996 1.838088 -1.115658  -0.3293
N: -0.132853 1.481306 0.097170  -0.0635
C: -0.641795 0.336260 0.822267  -0.1934
C: 0.429146 -0.751493 0.978181  -0.3728
C: 0.245803 -1.619144 2.212003  -0.0196
N: 1.416479 -0.930771 0.162223  0.0024
C: 0.674437 -1.443273 -1.048303  -0.1246
H: 0.854992 2.286264 -2.391212  0.0749
H: -0.630297 2.489615 -3.126742  0.0699
H: -0.229375 3.735722 -1.950747  0.0695
H: -1.838702 2.235200 -0.835378  0.1100
H: -1.212260 0.956997 -1.690337  0.0890
H: 0.803574 1.248006 -0.221477  0.0878
H: -0.897605 0.637513 1.844185  0.1152
H: -1.571729 -0.069192 0.404846  0.1274
H: 0.687067 -1.345351 3.166075  0.0827
H: 0.754842 -2.525411 1.885431  0.0798
H: -0.837400 -1.710861 2.318835  0.0832
H: 1.392779 -1.807071 -1.781974  0.0694
H: -0.068642 -2.241264 -0.935959  0.0796
H: 0.140574 -0.656970 -1.604116  0.0522
H: -2.538249 -7.137421 2.693726  0.0002
H: -2.066155 -6.995997 2.143159  -0.0002

Atoms 1-6, force components in eV/Å:
C -0.49 -0.19 -0.10
C -1.68 -1.05 -0.54
N 0.50 0.22 -1.10
C -0.01 -0.13 -0.06
C 0.84 0.93 1.23
C 0.59 0.13 -0.79


A structure of composition C37H42ClF2N7ORuSTe. Source: the Open Molecules 2025 dataset; level of theory: ωB97M-V/def2-TZVPD.

Properties
- net charge = +2
- largest force on an atom (Eh/bohr) = 0.013
- frontier orbital gap (alpha / beta) (eV) = 3.990 / 3.993
- energy relative to the best compared isomer or geometry (same formula, charge and spin) (kcal per mole) = 1.9
- E_HOMO (alpha / beta) (eV) = -12.182 / -12.182
- E_tot (Eh) = -3314.16280

Each line ends with the Löwdin charge.
Positions of all 93 atoms, in Å:
Ru: -1.501013 1.457916 -0.046005  0.7792
C: 1.023712 -0.343217 3.102437  0.0133
C: -0.043802 0.065923 2.147901  -0.2369
N: 0.055203 1.064700 1.344184  -0.1100
N: 1.190062 1.832753 1.348700  0.0579
C: 1.073865 2.877293 0.600176  -0.6842
N: 2.069051 3.748895 0.428491  0.1335
S: -0.483102 3.288136 -0.253207  0.7739
C: -1.328617 -0.657035 2.023898  -0.2042
C: -1.636958 -1.763363 2.799598  0.0314
C: -2.860504 -2.395476 2.638414  0.0053
C: -3.758923 -1.899072 1.709303  0.0010
C: -3.402251 -0.789121 0.963821  -0.1299
N: -2.211428 -0.190557 1.100189  -0.1107
H: 1.649391 0.509276 3.350188  0.0855
H: 1.658130 -1.100075 2.633328  0.1096
H: 0.610710 -0.766751 4.014382  0.0869
H: 2.921093 3.632415 0.955868  0.1301
H: 1.928611 4.618113 -0.057375  0.1064
H: -0.924130 -2.131614 3.521867  0.1236
H: -3.107532 -3.262859 3.235612  0.1329
H: -4.722772 -2.360912 1.550174  0.1307
H: -4.063967 -0.368266 0.220891  0.1089
C: 5.182021 -1.769411 -1.992412  -0.0243
C: 3.804344 -1.118282 -2.181560  -0.4918
C: 4.004538 0.257779 -2.833504  -0.0404
C: 3.218862 -0.875148 -0.775798  -0.0394
C: 2.943861 -2.028325 -3.125605  -0.4235
O: 3.583437 -2.109700 -4.401346  -0.0081
C: 2.711164 -3.488645 -2.668417  -0.0882
C: 2.380221 -3.858076 -1.217713  -0.1654
C: 1.934905 -5.294794 -1.124041  -0.2368
C: 0.587900 -5.625510 -1.267895  -0.0443
C: 0.164883 -6.943870 -1.219831  -0.0994
C: 1.107907 -7.944160 -1.026620  -0.6669
Cl: 0.588771 -9.596353 -0.960319  0.6871
C: 2.455243 -7.645948 -0.885377  -0.0901
C: 2.858572 -6.320730 -0.936652  -0.0294
C: 1.643746 -1.349280 -3.630276  -0.0196
N: 0.595703 -1.064677 -2.653337  -0.0641
C: 0.227729 0.112569 -2.177215  -0.1118
N: -0.733906 -0.063528 -1.273616  -0.0354
C: -0.934730 -1.414899 -1.272053  -0.1405
N: -0.148110 -2.041753 -2.103856  0.1724
H: 5.760469 -1.195367 -1.267606  0.0977
H: 5.763957 -1.777303 -2.915691  0.0959
H: 5.104709 -2.791282 -1.619238  0.0862
H: 4.842945 0.768266 -2.358005  0.0945
H: 3.128878 0.902275 -2.705402  0.0675
H: 4.220402 0.174027 -3.897508  0.0959
H: 3.778856 -0.058787 -0.315079  0.0902
H: 3.314363 -1.739811 -0.125826  0.0685
H: 2.169456 -0.577343 -0.784634  0.0536
H: 4.427607 -2.564360 -4.306995  0.1052
H: 3.611637 -4.046477 -2.941978  0.1295
H: 1.929817 -3.894906 -3.316031  0.1296
H: 1.592749 -3.225701 -0.812326  0.0848
H: 3.254991 -3.723621 -0.579508  0.1011
H: -0.146567 -4.845990 -1.435055  0.0974
H: -0.880043 -7.193687 -1.335395  0.1062
H: 3.178712 -8.434199 -0.735514  0.1114
H: 3.911874 -6.093874 -0.819347  0.1190
H: 1.205455 -1.991533 -4.391226  0.1513
H: 1.901776 -0.400058 -4.093188  0.1329
H: 0.674898 1.047659 -2.468831  0.1446
H: -1.668560 -1.923107 -0.673777  0.1194
Te: -3.152946 2.651343 1.705907  1.6545
C: -1.879069 3.697426 3.016175  -0.5011
C: -1.794566 3.166472 4.298602  -0.1478
C: -0.999238 3.796830 5.248866  -0.0568
C: -0.305760 4.948892 4.915131  -0.0472
C: -0.407960 5.480318 3.634205  -0.0529
C: -1.193548 4.856963 2.676676  -0.1452
C: -4.227933 4.246814 0.885043  -0.4929
C: -3.650766 5.278168 0.155049  -0.1409
C: -4.450834 6.325592 -0.266628  -0.0466
C: -5.808524 6.335284 0.034556  -0.0403
C: -6.375117 5.298229 0.756854  -0.0501
C: -5.583529 4.241182 1.189428  -0.1338
H: -2.349973 2.277261 4.573278  0.0931
H: -0.937016 3.392165 6.249829  0.1178
H: 0.304674 5.445572 5.656725  0.1193
H: 0.112710 6.395185 3.384424  0.1176
H: -1.291451 5.305916 1.697516  0.0727
H: -2.603145 5.264514 -0.113224  0.0664
H: -4.017257 7.133059 -0.840722  0.1189
H: -6.426413 7.155809 -0.303390  0.1201
H: -7.431411 5.305040 0.987434  0.1195
H: -6.031287 3.434554 1.756582  0.0959
F: -4.130437 1.129699 -1.225745  -0.0674
C: -2.922149 1.739130 -1.531236  -0.4752
F: -3.223632 3.058175 -1.745020  -0.0553
H: -2.613696 1.341224 -2.503549  0.1012

Atoms 1-6, force components in eV/Å:
Ru 0.30 -0.60 0.10
C -0.02 0.00 -0.02
C 0.02 -0.02 -0.03
N -0.01 0.12 -0.08
N -0.02 -0.06 0.05
C -0.14 -0.05 0.02